Entry 1:
57
Properties=species:S:1:pos:R:3 method="wB97M-V/def2-TZVPD" total_energy_ha=-1568.59368 orbital_gap_ev=7.117 lumo_ev=-0.4 charge=0 relative_energy_kcal_mol=76.1 smiles="CCN1C(=O)C([C@@H](/C=C/N2CCCCC2)c2ccccc2)C(=O)N(CC)C1=S" e_homo_ev=-7.4768
C -6.23 -2.35 -0.07
C -6.13 -0.82 -0.23
C -5.07 -0.21 0.65
N -3.76 -0.87 0.46
C -2.65 -0.17 0.81
C -1.36 -0.60 0.61
C -0.07 0.14 0.92
C 1.03 -0.89 1.15
C 1.90 -0.70 2.22
C 3.01 -1.52 2.36
C 3.23 -2.57 1.46
C 2.38 -2.75 0.37
C 1.25 -1.94 0.22
C -3.80 -2.31 0.75
C -4.85 -3.04 -0.07
H -6.76 -2.60 0.87
H -6.82 -2.77 -0.90
H -5.93 -0.61 -1.29
H -7.10 -0.38 0.02
H -4.96 0.85 0.42
H -5.38 -0.33 1.70
H -2.80 0.90 0.89
H -1.30 -1.52 0.03
H -0.23 0.83 1.78
H 1.79 0.24 2.79
H 3.63 -1.40 3.25
H 4.02 -3.28 1.63
H 2.50 -3.58 -0.32
H 0.69 -1.92 -0.73
H -2.81 -2.73 0.58
H -4.02 -2.44 1.83
H -4.95 -4.05 0.34
H -4.51 -3.14 -1.11
C 3.37 -0.19 -3.12
C 2.31 0.88 -3.17
N 2.07 1.42 -1.78
C 0.89 1.00 -1.13
O 0.17 0.23 -1.77
C 0.40 1.39 0.24
C 1.56 2.35 0.72
O 1.48 2.82 1.84
N 2.61 2.81 -0.08
C 3.38 4.05 0.36
C 4.71 3.68 0.95
C 2.99 2.33 -1.34
S 4.30 2.90 -2.26
H 3.54 -0.63 -4.12
H 4.30 0.29 -2.79
H 3.11 -0.99 -2.42
H 2.64 1.75 -3.76
H 1.36 0.50 -3.55
H -0.60 1.99 0.04
H 3.52 4.63 -0.56
H 2.74 4.60 1.05
H 5.29 4.56 1.23
H 4.60 3.04 1.83
H 5.29 3.12 0.20

=====

Entry 2:
16
Properties=species:S:1:pos:R:3 method="wB97M-V/def2-TZVPD" total_energy_ha=-631.74305 orbital_gap_ev=9.197 lumo_ev=0.8 charge=0 relative_energy_kcal_mol=51.2 smiles="CC=O.CSC" e_homo_ev=-8.3870
C -3.00 -2.04 -2.09
S -2.52 -0.61 -1.11
C -0.72 -0.44 -1.53
H -2.10 -2.51 -2.63
H -3.30 -2.77 -1.19
H -3.71 -1.73 -2.91
H -0.12 0.24 -0.88
H -0.67 0.13 -2.53
H -0.17 -1.38 -1.70
O 2.83 2.75 0.97
C 2.79 2.24 2.15
C 1.97 1.03 2.59
H 3.33 3.07 2.72
H 1.89 0.94 3.65
H 0.95 0.94 2.29
H 2.55 0.15 2.21

=====

Entry 3:
10
Properties=species:S:1:pos:R:3 method="wB97M-V/def2-TZVPD" total_energy_ha=-376.27377 orbital_gap_ev=8.236 lumo_ev=-2.3 charge=0 relative_energy_kcal_mol=87.7 smiles="N#C/C=C(/C#N)C=O" e_homo_ev=-10.5302
C -1.01 -0.63 0.56
C 0.35 -0.52 -0.20
C 0.54 0.77 -0.64
C -0.43 1.83 -0.49
C 1.16 -1.57 -0.31
H -1.38 0.37 1.02
H 1.64 1.02 -1.09
N -0.84 2.98 -0.42
N 1.47 -2.71 0.45
O -1.49 -1.54 1.12